Entry 1:
C8H22NOP | ωB97M-V/def2-TZVPD

The molecular weight comes out at 179.244 g mol⁻¹. The charge is 0. The LUMO energy is 1.011 eV.

Structure (XYZ):
```
33
Properties=species:S:1:pos:R:3:forces:R:3
H 2.6679 1.6255 0.1622 -0.03 0.07 0.03
C 1.8364 1.4458 -0.5282 0.14 -0.04 0.13
H 1.9475 -1.2808 -0.3263 -0.05 -0.03 -0.01
C 2.6874 -0.9039 -1.0424 -0.06 -0.05 -0.04
C -2.4025 1.2365 1.3237 0.07 0.08 -0.05
O 3.9324 -0.7593 -0.3943 0.01 0.28 0.20
H 0.0098 2.2672 0.7572 0.02 0.05 0.04
H 4.8701 -1.3005 1.3225 0.07 0.03 -0.01
P 0.3410 0.8969 0.5161 -0.05 0.13 -0.17
H -2.6423 1.1459 -0.8212 0.02 -0.07 -0.02
H 3.1519 0.8497 -2.1204 -0.04 -0.02 -0.10
N -3.2517 -1.1873 -1.2922 0.01 0.02 0.21
H 1.5047 0.3053 -2.3485 -0.12 0.00 0.08
H 1.2019 0.2561 1.4548 -0.01 -0.16 -0.03
C 4.2345 -1.7456 0.5595 0.00 -0.17 -0.05
H 2.7482 -1.6389 -1.8538 0.09 -0.05 -0.02
H -4.0897 1.5810 0.0571 0.04 0.08 -0.04
H -4.0172 -1.3013 -1.9402 -0.01 0.05 -0.10
C 2.2810 0.4514 -1.5917 0.14 -0.01 -0.09
H -0.1867 0.2090 -0.6255 -0.03 -0.01 -0.02
H -3.3639 -1.1238 0.7995 0.02 0.03 0.06
H -4.8031 -0.5496 0.0039 -0.03 -0.04 0.04
H -0.8740 0.3791 2.5956 0.02 0.08 0.00
H 1.5983 2.4046 -0.9975 -0.08 0.01 -0.02
H -3.0488 1.2347 2.2052 -0.03 -0.12 0.01
H 4.7659 -2.5878 0.1062 -0.01 -0.07 -0.02
C -3.2245 0.9141 0.0729 -0.02 0.10 -0.05
H -1.3627 -0.6818 1.2848 0.00 -0.06 0.06
C -3.7121 -0.5354 -0.0491 -0.05 -0.11 -0.14
H 3.3313 -2.1301 1.0438 -0.04 0.03 0.03
H -2.9025 -2.1152 -1.0991 0.01 -0.05 -0.01
C -1.1733 0.3647 1.5425 0.07 -0.05 0.02
H -2.0550 2.2741 1.2231 -0.09 0.05 0.10
```
Positions in Å, forces in eV/Å.


Entry 2:
C8H23BF4N5O4Zn | ωB97M-V/def2-TZVPD

The molecular weight comes out at 405.497 g mol⁻¹. The charge is +1. The LUMO energy is -2.509 eV.

Structure (XYZ):
```
46
Properties=species:S:1:pos:R:3:forces:R:3
C -3.4142 -0.1100 1.7259 0.10 0.51 -0.34
H 5.3554 1.8737 -2.6539 0.36 0.18 0.00
H -3.8037 -1.9474 1.0318 0.07 -0.10 0.13
H -2.9975 -0.0885 -2.3862 0.16 -0.05 -0.08
N -4.0628 0.8756 2.3424 -0.38 0.00 0.33
N -1.1876 -3.4883 2.3503 -0.37 0.22 0.46
H 0.5895 -4.8768 1.6188 0.50 -0.26 -0.30
H -3.6899 1.8102 2.3376 0.21 -0.08 0.24
H -4.9721 -1.4232 2.1313 -0.07 0.20 0.02
H 2.2645 -0.5166 -0.6501 -0.27 -0.43 1.23
O -0.2916 -1.9536 0.9253 0.18 -1.31 0.49
O -1.2269 0.3885 -1.4396 0.09 -0.03 -0.52
H 6.1989 0.9657 -1.3478 -0.32 -0.45 -0.27
C -2.5078 0.7629 -1.9067 -1.26 0.23 -0.50
O 4.1446 1.0579 -1.2290 -0.39 -1.35 0.38
H -1.1927 -4.3747 2.8229 0.32 -0.05 -0.11
H -0.7553 -0.2923 -3.3570 -0.20 -0.26 0.25
H -0.0945 1.2236 -2.9518 0.38 0.13 0.44
H 0.7715 -1.6060 -1.9592 -0.39 0.05 0.04
H -1.8976 -2.8504 2.6537 -0.02 0.40 -0.04
H 3.1901 2.8151 -1.3305 -0.36 0.26 -0.39
H 1.0271 2.1197 -0.6703 -0.32 -0.32 -0.70
C -0.2324 -3.0687 1.5008 -0.65 0.71 -1.20
C 5.3774 1.6384 -1.5886 0.10 0.37 0.06
C -0.3006 0.2417 -2.5156 0.01 -0.35 -0.83
C 1.8222 1.3737 -0.6509 0.76 0.67 0.80
F -1.0046 2.0672 3.2646 0.08 -0.14 -0.22
F 1.0970 2.5337 2.3993 -0.50 -0.16 -0.16
H 1.3005 -3.8358 0.3962 0.09 -0.04 0.08
B -0.0564 1.7651 2.3098 0.69 0.99 1.38
C 0.9165 -0.5297 -2.0382 0.55 1.10 0.30
H 1.7601 -0.3770 -2.7158 -0.30 -0.03 -0.37
Zn -0.4581 -0.0340 0.3747 0.19 -0.55 1.14
N 0.7029 -3.9779 1.1885 -0.11 0.00 0.43
N -4.0245 -1.3405 1.8070 0.89 -0.34 -0.49
H -2.4642 1.5836 -2.6269 0.41 -0.09 -0.06
C 2.9823 1.7683 -1.5705 -0.12 0.54 0.72
H 2.6914 1.6591 -2.6196 0.32 0.08 -0.22
N 1.3636 -0.0408 -0.6847 0.23 0.31 -1.51
H -4.8173 0.6197 2.9533 -0.11 0.47 0.09
H -3.1900 1.1186 -1.1376 0.58 -0.19 0.53
F 0.3238 0.3914 2.3761 -0.18 -0.38 -0.31
O -2.3671 0.1249 1.0997 -1.06 -1.02 0.08
F -0.6424 1.9171 1.0128 0.22 0.44 -0.70
H 2.1608 1.5242 0.3781 0.24 -0.18 -0.02
H 5.6118 2.5124 -0.9705 -0.41 0.32 -0.27
```
Positions in Å, forces in eV/Å.


Entry 3:
C8H23ClInO5 | ωB97M-V/def2-TZVPD

The molecular weight comes out at 349.538 g mol⁻¹. The charge is -1. The LUMO energy is 2.328 eV.

Structure (XYZ):
```
38
Properties=species:S:1:pos:R:3:forces:R:3
C -3.6472 -0.0380 -4.1558 -0.01 0.00 -0.01
H -3.5271 -0.8820 -4.8326 0.00 0.00 0.00
H 4.6214 -5.3863 3.8757 -0.05 -0.04 0.04
O -0.1994 1.3203 2.1336 0.06 -0.01 -0.01
H 1.1037 1.9970 0.6567 0.00 0.01 0.00
H 2.2144 2.2613 2.8224 0.00 0.00 -0.01
H -0.5196 -0.6412 2.5990 0.00 0.00 0.00
H 1.2481 -6.7936 5.1654 -0.02 -0.05 0.05
H 0.1851 -0.3677 0.9986 0.00 0.01 0.00
H 0.4750 0.9631 -2.7915 -0.01 0.01 -0.01
H 1.7814 -1.3705 2.5679 0.08 0.02 0.00
H -0.5228 -0.2876 -2.0266 0.01 0.01 0.00
H 1.8139 -6.1637 2.2546 0.00 -0.01 -0.06
C 3.0349 1.5612 2.6310 0.02 0.00 0.01
H -3.2661 3.1053 -4.6459 0.00 -0.01 -0.01
H 3.4936 1.2979 3.5912 0.00 -0.01 0.00
C -0.5264 0.5207 -2.7556 0.04 -0.01 0.03
C 1.5764 -0.3007 2.6329 -0.08 -0.05 -0.01
H 3.7853 2.0491 2.0086 0.00 0.00 0.00
H 1.5836 -0.0397 3.6955 0.00 0.01 -0.01
H -0.9480 2.5527 -4.0046 0.00 -0.01 0.00
H -3.1702 -0.2668 -3.2003 0.01 0.00 -0.01
H -0.2185 3.0859 1.1434 0.00 -0.01 0.01
H -0.5637 1.6798 0.1195 0.01 0.00 0.00
In 2.1232 -5.9151 3.9537 0.01 0.01 0.00
H -1.8124 3.4377 -2.7368 0.01 0.00 0.01
O 2.5999 0.4125 1.9427 -0.03 0.02 0.00
C -1.7577 2.4827 -3.2698 -0.01 0.03 -0.01
H -0.7727 0.1181 -3.7418 -0.01 -0.01 0.01
O -1.4852 1.4689 -2.3236 -0.04 -0.03 -0.03
C -3.0746 2.2538 -3.9855 0.04 0.02 0.02
Cl 1.6482 -3.5012 4.3180 -0.05 0.09 0.00
H -4.7167 0.1270 -3.9818 0.00 0.00 0.00
C 0.0511 2.0473 0.9491 -0.05 0.03 -0.01
O -3.0599 1.0857 -4.7852 0.00 0.00 0.02
C 0.2066 -0.0415 2.0453 0.00 -0.03 0.02
H -3.8862 2.2048 -3.2509 0.00 -0.01 0.00
O 4.1286 -6.0377 4.3833 0.09 0.00 -0.03
```
Positions in Å, forces in eV/Å.


Entry 4:
C8H23FeN6O13 | ωB97M-V/def2-TZVPD

The molecular weight comes out at 467.146 g mol⁻¹. The charge is +2. The LUMO energy (alpha / beta) is -9.125 / -11.302 eV. Its spin multiplicity is 6.

Structure (XYZ):
```
51
Properties=species:S:1:pos:R:3:forces:R:3
H -2.5744 -0.5642 -4.8258 0.30 -0.03 0.13
O 0.9410 -3.7509 -3.0883 0.28 0.77 -0.32
H -2.8110 -2.7086 0.8538 0.00 0.01 0.02
O -1.2746 4.1811 2.8167 -0.17 -0.25 0.15
H 1.1862 2.7290 3.1997 0.05 0.23 0.03
H 3.0232 2.8730 3.3414 -0.20 0.49 -0.06
H -0.9669 2.5741 4.7585 0.22 0.43 -0.46
O -1.8969 1.8836 -2.8481 -0.34 0.56 1.13
H -3.1459 -3.6815 2.3150 -0.33 0.16 -0.08
C 3.8368 -0.5316 0.4677 0.11 -0.23 0.43
O -0.6276 0.8963 -4.2522 0.79 0.12 -0.37
N 2.2312 2.9891 1.3507 -0.59 1.05 0.57
H -2.6263 -0.7341 -3.0202 0.12 -0.20 -0.18
N 4.5828 -1.2200 -0.6204 -0.09 0.41 -0.79
H -1.6928 -2.7202 2.2610 -0.03 0.40 -0.06
N -1.6429 0.9731 -3.6651 -1.08 -0.49 0.21
H 2.4904 -2.2338 -4.2370 0.09 0.22 -0.02
O -0.9871 0.9034 -0.3314 -2.14 2.39 -0.09
N 0.6063 -2.6943 -3.5971 -0.30 -1.14 1.00
H -1.5198 1.2111 3.7126 0.10 0.08 -0.09
H -1.0588 -0.5740 0.9881 0.13 0.16 0.29
H 0.5222 0.2790 0.8386 0.20 -0.18 -0.15
H 3.6056 0.4814 0.1464 0.40 0.05 -0.09
O -0.5605 -2.4272 -3.8207 -0.36 0.66 -0.25
C -2.7317 -2.7516 1.9385 0.50 -0.56 -0.13
H -0.8344 -1.6802 -1.2629 -0.18 0.58 -0.22
O -2.0385 2.5220 1.7234 -0.81 -0.85 -1.10
C -0.3166 -0.1572 0.2894 -1.14 0.16 -0.31
N -1.6705 3.0636 2.7934 0.58 1.55 0.08
Fe -2.3164 2.3493 -0.3296 3.24 -2.56 0.10
H 2.3466 1.4545 2.6567 -0.31 -0.09 0.34
H 0.8838 -1.0427 -1.3425 -0.46 0.52 -0.22
H 2.8901 -1.0612 0.5535 0.14 -0.18 0.20
H 1.2536 -0.9763 -4.5941 0.02 0.15 0.20
O 3.9238 -1.3209 -1.6495 0.15 -0.26 -0.02
H -3.6660 0.4484 -3.8248 0.05 0.07 -0.07
H -2.6529 2.2406 4.5147 -0.26 0.42 -0.50
O 5.7277 -1.5672 -0.4801 -0.60 0.14 0.27
O 1.1732 3.3439 0.8396 -0.30 -0.42 0.02
N -3.4905 -1.6081 2.4947 -0.47 -0.75 0.73
H 1.9373 -1.2419 -2.9035 -0.05 0.13 -0.18
H 4.4378 -0.5727 1.3711 -0.11 0.09 0.02
C -1.6837 2.2447 4.0119 -0.26 -1.41 0.73
H 0.3533 -2.0533 -0.1070 -0.05 -0.05 0.02
O -2.9888 -0.4890 2.4673 0.40 0.35 -0.45
O -4.5596 -1.8658 2.9769 0.02 0.35 -0.13
C 2.1592 2.5249 2.7823 0.90 -1.05 -0.82
O 3.2924 3.0182 0.8014 0.35 -0.33 0.00
C 1.6415 -1.6690 -3.8567 0.45 -0.69 -0.61
C -0.0016 -1.2230 -0.7348 1.37 -1.36 0.88
C -2.7091 -0.0639 -3.8733 -0.30 0.39 0.21
```
Positions in Å, forces in eV/Å.